[1]
The following is a quantum chemistry calculation of a molecular structure, C49H43Cl77N3O4PS, from the OMol25 dataset.

Geometry as XYZ:
```
178
Properties=species:S:1:pos:R:3:forces:R:3
C -6.6594 -2.4042 -1.9011 0.50 -1.11 -0.94
C -5.6441 -3.0234 -1.5986 0.35 1.22 1.85
C -4.3532 -3.4305 -0.7797 -0.91 -0.48 -1.08
C -3.1285 -2.4758 -1.0585 2.00 1.67 -0.46
C -1.8245 -3.1358 -1.5607 1.74 2.73 -0.34
C -1.6528 -4.6927 -1.7531 -0.87 0.28 0.98
C -2.1795 -5.2598 -3.1537 -0.90 0.48 0.40
C -2.8194 -4.1212 -4.0625 0.86 -1.01 -0.34
O -1.1494 -5.9293 -3.9039 -0.01 0.45 0.76
C -0.6153 -2.2972 -1.9029 -2.15 -0.21 0.97
C 0.7253 -2.9506 -2.4787 -0.42 1.37 -0.33
C 1.9844 -2.8518 -1.5039 -0.11 -0.82 -0.64
C 1.7140 -3.1619 0.0328 1.76 0.23 -0.04
C 2.3790 -1.9909 0.8953 -0.43 0.37 0.81
C 1.3434 -1.0126 1.5960 0.71 -0.08 0.76
C 2.1051 -0.2397 2.7618 -0.20 0.72 -0.60
C 1.3201 1.0323 3.3094 0.14 -0.61 1.04
C 2.3174 1.9966 4.0814 -0.58 0.39 0.13
C 1.6895 3.4023 4.4850 -0.15 -0.40 0.07
C 2.7546 4.5643 4.7043 -1.44 0.24 1.15
O 2.8778 5.4610 3.5774 1.37 -1.27 0.45
C 4.1418 5.3159 2.9005 0.07 0.26 -1.21
C -0.6398 -0.7701 -1.7185 -1.08 -3.04 -0.02
N 0.5621 -0.1055 -2.0386 -4.16 3.14 1.48
C 0.3707 1.2394 -1.8419 1.43 0.77 -0.13
C 1.6386 2.1717 -2.1200 -0.14 -1.18 -0.49
C 1.3803 3.2688 -3.2425 0.39 0.34 0.99
C 0.4347 2.8003 -4.4225 1.08 1.06 -0.86
O -0.9594 3.0875 -4.2304 0.67 0.33 0.03
C -1.2288 4.4940 -4.2307 -0.70 1.07 0.42
C -0.8897 1.9297 -1.3650 -1.37 -2.87 -0.31
N -0.9470 3.3983 -1.2140 1.26 -1.41 3.23
C -0.3484 3.7539 -0.1667 1.85 1.17 -2.00
S 0.8352 4.4036 0.7511 -2.50 -1.11 -0.87
N -2.0304 1.2383 -1.0722 3.48 -0.29 -1.02
C -1.9102 -0.1537 -1.2269 -0.35 -0.51 0.12
C -3.1682 -0.9743 -0.8653 2.62 -2.85 0.09
P -4.7670 -0.2024 -0.2009 -0.81 1.44 -1.12
O -4.4983 1.3432 0.4157 0.60 -2.23 0.80
Cl -5.4516 -1.2784 1.5281 1.00 0.30 -0.62
H -7.5649 -2.0329 -2.4323 1.33 -0.41 0.97
H -4.1465 -4.4991 -1.1198 0.12 1.53 0.37
H -4.5816 -3.5352 0.3318 0.08 0.50 -1.49
H -0.5793 -5.0072 -1.5372 -1.36 0.54 -0.40
H -2.2651 -5.1780 -0.9194 0.86 0.47 -1.09
H -2.9896 -6.0210 -2.9089 0.89 0.84 -0.37
H -3.7142 -3.6437 -3.5642 1.08 -0.46 -0.64
H -3.1170 -4.6214 -5.0392 0.16 0.67 1.20
H -1.9990 -3.3771 -4.3140 -1.17 -0.66 0.41
H -0.4123 -6.1676 -3.3079 -0.69 0.08 -0.37
H 0.5601 -3.9829 -2.8935 0.01 1.09 0.64
H 0.9790 -2.2916 -3.3777 -0.30 -0.95 1.03
H 2.7542 -3.6187 -1.8589 -1.01 0.99 0.24
H 2.4631 -1.8433 -1.6965 -0.73 -1.11 0.64
H 0.6412 -3.3840 0.2980 0.99 0.61 -0.35
H 2.3032 -4.1054 0.2932 -0.91 1.08 -0.37
H 3.0428 -2.4181 1.7228 -0.93 0.39 -1.00
H 3.0762 -1.3270 0.2855 -0.97 -1.08 0.56
H 0.9035 -0.2714 0.8651 0.47 -0.76 0.66
H 0.4973 -1.5885 2.0592 0.77 0.49 -0.57
H 2.3202 -0.9332 3.6361 -0.25 0.73 -1.19
H 3.1106 0.1198 2.3494 -1.20 -0.50 0.51
H 0.7036 1.5656 2.5188 0.95 -0.54 0.73
H 0.5841 0.6379 4.0861 0.58 0.58 -0.98
H 2.6182 1.4803 5.0576 -0.03 0.76 -1.65
H 3.2113 2.1894 3.4142 -0.76 -0.31 0.80
H 0.9108 3.6747 3.7061 1.01 0.08 0.82
H 1.1138 3.2900 5.4620 0.68 0.04 -1.16
H 2.3543 5.2018 5.5657 0.56 -0.71 -1.08
H 3.7396 4.1485 5.0627 -0.96 0.42 -0.67
H 4.7037 4.3707 3.1576 -0.70 0.88 -0.09
H 4.8390 6.1974 3.0729 -0.95 -0.94 0.06
H 3.9096 5.2794 1.7856 0.41 0.13 1.54
H 2.4807 1.5058 -2.5077 -1.26 0.54 0.62
H 2.0155 2.5888 -1.1354 -0.56 -0.19 -1.18
H 0.9958 4.1978 -2.7046 0.22 -1.10 -1.04
H 2.4034 3.5773 -3.6441 -1.36 -0.49 0.33
H 0.5970 1.7112 -4.6924 -0.54 1.15 0.64
H 0.7582 3.3939 -5.3478 -0.29 -0.76 1.05
H -2.3538 4.6258 -4.3352 1.65 -0.18 0.26
H -0.7361 5.0570 -5.0862 -0.38 -0.86 0.80
H -0.9338 5.0087 -3.2551 -0.23 -0.77 -1.19
H -4.0080 1.3078 1.2709 -0.23 0.26 -0.79
C -1.9790 -2.4160 4.0935 -0.10 -0.08 -0.10
Cl -1.9858 -2.5275 2.3227 -0.09 0.02 0.15
Cl -2.3045 -0.7384 4.5837 0.31 -1.06 -0.76
Cl -3.2352 -3.4810 4.7509 0.20 0.10 -0.13
Cl -0.3938 -2.9157 4.7161 -0.15 0.11 -0.08
C -6.1975 -0.5980 6.1499 0.01 0.01 -0.11
Cl -6.0701 -0.7058 4.3849 -0.16 0.09 0.44
Cl -6.5563 1.0758 6.6163 0.05 -0.21 -0.04
Cl -7.4868 -1.6655 6.7393 0.16 0.13 -0.10
Cl -4.6472 -1.0990 6.8372 -0.34 0.07 0.37
C 6.0980 5.3491 -0.6313 0.16 -0.09 -0.15
Cl 7.1233 3.9057 -0.5832 0.32 0.95 -0.08
Cl 6.4327 6.2765 -2.1100 0.36 -0.55 0.04
Cl 4.3890 4.8508 -0.6148 0.25 -0.41 -0.27
Cl 6.4363 6.3589 0.7899 0.12 -0.14 -0.21
C -2.4478 -9.6697 -3.2106 0.03 0.04 -0.11
Cl -3.7782 -9.1751 -4.2747 0.17 -0.03 0.14
Cl -2.3846 -8.5905 -1.8029 -0.16 0.02 -0.34
Cl -2.7149 -11.3367 -2.6670 -0.02 0.22 -0.08
Cl -0.9154 -9.5734 -4.0966 -0.19 -0.01 0.08
C -5.2674 3.6383 -6.4838 -0.01 -0.05 -0.01
Cl -5.1490 3.5398 -8.2492 -0.30 0.29 0.26
Cl -5.7072 5.2947 -6.0226 0.08 -0.19 -0.01
Cl -6.5168 2.5139 -5.9177 0.19 0.13 -0.05
Cl -3.7076 3.2147 -5.7308 -0.65 0.14 -0.04
C -2.2544 2.9773 7.0212 -0.01 0.12 -0.05
Cl -1.7479 4.3815 6.0613 -0.24 -0.40 0.35
Cl -3.8225 3.3112 7.7784 0.24 -0.03 -0.10
Cl -2.3962 1.5595 5.9593 0.06 0.97 0.68
Cl -1.0462 2.6537 8.2801 -0.13 0.00 -0.17
C 2.8854 8.5002 -1.7915 0.03 0.08 0.05
Cl 1.7289 7.1683 -1.9888 0.12 0.09 0.02
Cl 3.4539 9.0306 -3.3870 -0.06 -0.08 0.17
Cl 2.0921 9.8515 -0.9615 0.16 -0.26 -0.16
Cl 4.2659 7.9472 -0.8269 -0.79 0.98 0.07
C 5.0111 -0.8818 5.4425 -0.08 -0.01 0.15
Cl 5.4578 0.6005 4.5751 -0.02 -0.19 0.59
Cl 3.4065 -0.6557 6.1679 0.30 -0.29 0.14
Cl 4.9650 -2.2467 4.3113 -0.01 0.15 0.20
Cl 6.2023 -1.2101 6.7143 -0.18 0.07 -0.18
C 0.4424 -10.7000 -0.0212 -0.06 -0.01 0.04
Cl 0.9855 -9.2737 -0.9267 0.02 -0.17 0.14
Cl -1.2046 -10.4292 0.5838 0.38 -0.21 0.14
Cl 0.4574 -12.1172 -1.0864 0.02 0.22 0.14
Cl 1.5352 -10.9765 1.3492 -0.15 0.06 -0.15
C 6.1009 4.8673 7.2681 0.01 0.07 0.02
Cl 6.5416 6.3554 6.4085 -0.08 -0.19 0.09
Cl 4.5010 5.0634 8.0084 0.21 -0.04 -0.10
Cl 6.0614 3.5123 6.1219 0.12 0.11 0.25
Cl 7.3002 4.5362 8.5319 -0.16 0.03 -0.18
C -2.2827 8.2440 4.4186 -0.02 0.04 -0.12
Cl -3.5811 8.0497 3.2274 0.26 0.02 0.09
Cl -1.2495 6.8028 4.4033 0.06 0.45 -0.25
Cl -1.3143 9.6717 4.0079 -0.25 -0.26 0.15
Cl -2.9812 8.4488 6.0417 0.94 0.08 -0.09
C -2.7893 0.4872 -9.3761 0.13 0.19 0.06
Cl -4.1259 0.9500 -10.4490 0.64 0.44 0.21
Cl -2.7491 1.5761 -7.9767 0.38 -0.76 -0.49
Cl -3.0272 -1.1814 -8.8191 0.05 0.17 -0.05
Cl -1.2550 0.6014 -10.2613 -0.18 -0.05 0.07
C -7.4333 7.9340 5.3890 -0.01 -0.07 0.10
Cl -8.3958 8.6283 6.7088 0.09 -0.08 -0.16
Cl -5.7103 8.0078 5.8086 -1.10 -0.08 -0.12
Cl -7.9094 6.2432 5.1360 0.05 0.20 0.02
Cl -7.7177 8.8573 3.9007 0.05 -0.11 0.17
C 6.1995 0.0764 0.1085 -0.15 -0.12 0.02
Cl 5.9751 -0.1642 1.8525 0.20 0.03 -0.91
Cl 7.9319 0.2185 -0.2541 -0.20 0.05 0.02
Cl 5.5215 -1.3012 -0.7822 0.23 0.14 0.03
Cl 5.3599 1.5616 -0.3728 -0.37 -0.88 0.11
C 0.6927 -6.8908 -7.3888 -0.05 0.06 0.05
Cl 1.5800 -8.4094 -7.1417 -0.12 0.16 -0.01
Cl 1.2319 -6.1318 -8.8992 -0.06 -0.10 0.17
Cl -1.0459 -7.2298 -7.4848 0.25 0.03 0.04
Cl 1.0061 -5.7934 -6.0318 0.06 -0.16 -0.30
C -7.4515 -1.6563 -11.2639 0.07 -0.12 0.05
Cl -8.5798 -1.0251 -10.0490 0.14 -0.07 -0.15
Cl -5.7892 -1.4901 -10.6685 -0.77 -0.51 -0.19
Cl -7.8061 -3.3689 -11.5670 0.01 0.20 0.02
Cl -7.6330 -0.7392 -12.7722 0.02 -0.10 0.17
C 4.8542 -12.8473 0.3026 -0.02 -0.04 0.01
Cl 6.2497 -13.8893 -0.0354 -0.17 0.14 0.04
Cl 5.0298 -12.1301 1.9166 -0.02 -0.12 -0.24
Cl 4.7717 -11.5561 -0.9115 -0.02 -0.14 0.16
Cl 3.3672 -13.8129 0.2398 0.27 0.06 0.01
C 5.0333 -8.5096 4.2885 -0.04 0.02 0.01
Cl 4.2866 -8.0530 5.8315 0.10 -0.06 -0.20
Cl 3.7769 -9.0560 3.1621 0.14 0.14 0.15
Cl 5.8748 -7.1075 3.6009 -0.10 -0.17 0.08
Cl 6.1956 -9.8228 4.5595 -0.13 0.15 -0.04
C 1.8073 11.3471 2.9340 0.13 -0.11 0.03
Cl 2.2186 9.6695 3.3382 -0.03 0.21 -0.09
Cl 3.2833 12.2313 2.5021 -0.19 -0.10 0.04
Cl 0.6846 11.3643 1.5605 0.02 0.12 0.24
Cl 1.0406 12.1223 4.3340 0.10 -0.05 -0.18
```
Positions in Å, forces in eV/Å.

Output
Net charge: 0
HOMO level (eV): -8.27
Spin multiplicity: 1

[2]
The following is a quantum chemistry calculation of a molecular structure, C49H44AlCl2N4OP2Se, from the OMol25 dataset.

Geometry as XYZ:
```
104
Properties=species:S:1:pos:R:3:forces:R:3
Al 0.7745 -0.1600 0.3585 -0.24 0.27 -0.14
C 5.4063 -3.8384 2.8400 -0.05 -0.05 -0.01
C 4.8418 -2.4583 2.4683 -0.05 0.01 -0.02
C 5.8515 -1.3645 2.8745 0.03 -0.04 0.01
C 3.5422 -2.1901 3.2031 0.01 0.01 0.05
C 3.4693 -2.4381 4.5731 0.02 0.05 0.08
C 2.3546 -2.1317 5.3337 0.04 -0.05 -0.03
C 1.2715 -1.5416 4.7170 -0.03 0.02 0.06
C 1.3014 -1.2675 3.3523 -0.13 0.13 0.05
P -0.1567 -0.4865 2.6310 0.19 -0.19 -0.07
C -1.4847 -1.5964 3.1915 0.00 0.03 -0.08
C -2.6127 -1.1411 3.8688 0.00 -0.04 0.00
C -3.5595 -2.0462 4.3297 -0.01 -0.01 -0.03
C -3.3882 -3.4058 4.1197 -0.02 0.00 0.02
C -2.2496 -3.8692 3.4698 0.03 0.02 -0.03
C -1.2989 -2.9711 3.0105 0.00 -0.03 0.03
C -0.3566 1.1221 3.4447 0.04 0.07 -0.12
C 0.6625 1.6826 4.2169 -0.06 0.00 0.09
C 0.4995 2.9450 4.7737 -0.01 -0.07 0.01
C -0.6723 3.6598 4.5592 -0.03 0.01 0.00
C -1.6819 3.1178 3.7738 0.03 0.03 0.05
C -1.5186 1.8632 3.2076 -0.04 -0.11 0.11
C 2.4243 -1.6196 2.6111 0.12 0.06 -0.42
O 2.3745 -1.3637 1.2063 0.15 -0.28 0.01
C 3.4804 -1.7978 0.4023 -0.24 0.12 0.33
C 3.3691 -1.6105 -0.9705 -0.05 0.11 -0.12
C 4.4073 -2.0137 -1.8044 0.03 0.01 -0.04
C 5.5365 -2.6007 -1.2735 -0.01 -0.02 0.06
C 5.6236 -2.7564 0.0988 0.09 0.02 -0.05
C 4.6141 -2.3554 0.9729 0.03 0.00 0.00
P 1.9403 -0.8188 -1.7312 0.13 -0.14 0.17
C 1.2803 -2.0899 -2.8491 -0.08 0.00 0.07
C 1.5459 -3.4357 -2.5854 0.02 0.01 0.01
C 1.0450 -4.4232 -3.4206 -0.02 0.02 -0.01
C 0.2795 -4.0784 -4.5262 0.01 -0.02 0.00
C 0.0096 -2.7426 -4.7944 -0.01 0.01 0.04
C 0.4965 -1.7518 -3.9554 0.06 0.02 -0.06
C 2.6123 0.5426 -2.7234 -0.11 0.09 0.15
C 2.8948 0.4182 -4.0820 0.14 -0.02 0.02
C 3.5086 1.4650 -4.7590 -0.04 -0.07 -0.03
C 3.8404 2.6340 -4.0938 0.02 0.03 0.02
C 3.5718 2.7595 -2.7362 -0.01 -0.01 -0.03
C 2.9602 1.7209 -2.0560 -0.04 -0.01 -0.11
H 5.6171 -3.9052 3.9050 -0.02 0.01 0.00
H 6.3538 -4.0249 2.3397 -0.01 0.01 -0.02
H 4.7120 -4.6364 2.5736 0.01 0.02 0.01
H 6.0328 -1.3910 3.9503 0.00 0.00 -0.04
H 5.4727 -0.3737 2.6136 0.01 -0.01 0.01
H 6.8045 -1.5123 2.3637 -0.04 0.00 0.02
H 4.3259 -2.8758 5.0665 -0.01 -0.01 0.00
H 2.3371 -2.3484 6.3931 0.00 0.00 -0.02
H 0.3865 -1.2890 5.2891 0.00 0.00 0.01
H -2.7580 -0.0924 4.0726 -0.01 0.06 0.00
H -4.4291 -1.6840 4.8621 0.02 0.00 -0.01
H -4.1282 -4.1070 4.4835 0.02 0.01 -0.01
H -2.0912 -4.9326 3.3411 0.00 0.03 0.00
H -0.3935 -3.3507 2.5522 -0.01 0.01 -0.03
H 1.5720 1.1283 4.4139 -0.01 -0.02 0.00
H 1.2783 3.3575 5.4031 -0.01 0.00 -0.02
H -0.8036 4.6345 5.0113 0.00 -0.02 0.00
H -2.5960 3.6716 3.6029 0.00 0.00 0.00
H -2.3038 1.4668 2.5729 -0.01 -0.05 0.05
H 4.3194 -1.8643 -2.8741 0.01 0.00 0.01
H 6.3453 -2.9238 -1.9143 -0.01 0.01 0.01
H 6.5244 -3.1884 0.5118 0.00 -0.01 0.00
H 2.1604 -3.7222 -1.7412 -0.01 0.00 0.00
H 1.2672 -5.4623 -3.2160 -0.01 0.02 0.00
H -0.0965 -4.8495 -5.1863 0.01 0.02 0.01
H -0.5708 -2.4700 -5.6663 0.00 0.00 0.01
H 0.2727 -0.7169 -4.1785 0.10 0.01 -0.05
H 2.6810 -0.4945 -4.6169 -0.09 -0.07 -0.02
H 3.7337 1.3579 -5.8121 -0.01 0.00 0.02
H 4.3175 3.4442 -4.6294 -0.01 -0.01 0.01
H 3.8433 3.6683 -2.2141 -0.02 -0.02 -0.01
H 2.7673 1.8186 -0.9991 -0.03 0.04 -0.01
Cl -3.3018 -0.8304 0.3285 0.16 0.00 0.06
C -2.5422 -2.3446 -0.0966 0.01 0.06 -0.03
Cl -0.7126 -2.3044 -0.1680 -0.18 -0.14 -0.18
H -2.8411 -2.6240 -1.0989 0.00 -0.06 -0.02
H -2.7702 -3.0952 0.6487 -0.01 -0.03 0.05
C 2.7369 4.3090 2.3985 -0.01 -0.14 -0.07
N 3.3107 2.9893 2.0445 0.03 -0.15 -0.04
C 4.7670 2.7779 2.2141 -0.15 0.09 -0.03
C 2.5746 2.0653 1.5377 0.10 0.41 0.35
N 1.8750 1.2534 1.0895 0.07 -0.14 -0.14
H 3.0005 5.0432 1.6404 0.03 0.01 -0.02
H 3.1497 4.6035 3.3603 0.00 0.01 0.02
H 1.6557 4.2251 2.4882 0.05 0.00 -0.01
H 5.3013 3.5009 1.6015 0.03 0.00 0.01
H 5.0272 1.7707 1.9028 0.00 -0.01 -0.02
H 5.0194 2.9175 3.2628 0.02 0.00 0.01
Se -0.5935 2.8043 0.3730 0.09 0.07 -0.06
N -0.4635 1.1849 -0.4548 -0.02 0.11 0.11
C -1.3409 1.2005 -1.4685 0.00 -0.07 -0.16
C -1.5589 0.1769 -2.4315 0.01 0.08 0.25
C -2.4906 0.3784 -3.3972 -0.12 0.05 -0.10
C -3.2737 1.5781 -3.4906 0.03 -0.16 -0.10
C -3.0957 2.5835 -2.6101 0.06 0.05 0.16
C -2.1139 2.4205 -1.5779 -0.11 0.02 -0.03
N -1.8570 3.3544 -0.6811 0.11 -0.05 -0.15
H -0.9963 -0.7405 -2.4011 -0.02 -0.04 0.11
H -2.6511 -0.4003 -4.1342 -0.02 0.03 0.00
H -4.0032 1.6722 -4.2838 0.02 -0.03 0.01
H -3.6572 3.5070 -2.6570 0.03 -0.02 0.03
```
Positions in Å, forces in eV/Å.

Output
Net charge: +3
HOMO level (eV): -16.09
Relative energy (zero: lowest compared OMol25 entry of this formula, charge and spin) (kJ/mol): 33.7
Spin multiplicity: 1